A cluster of 2 separate species, C38H40BF6NO2S in total. Source: the Open Molecules 2025 dataset; level of theory: wB97M-V/def2-TZVPD.

Each line ends with the Mulliken charge.
Positions of all 89 atoms, in Å:
C -3.445 5.270 -1.559  -1.30
C -2.656 4.033 -1.621  0.80
C -2.388 3.264 -2.744  -1.58
C -1.446 2.231 -2.448  -0.21
C -0.806 2.505 -1.216  0.74
B -0.540 -0.018 0.078  -0.87
C 0.491 2.240 -0.830  1.21
C 1.105 2.822 0.311  -0.81
C 2.271 3.552 0.117  0.13
C 2.821 4.485 1.179  0.58
F 3.557 5.510 0.629  -0.29
F 1.809 5.088 1.878  -0.26
F 3.643 3.891 2.094  -0.27
C 2.977 3.532 -1.089  -0.73
C 2.465 2.709 -2.085  -0.37
C 3.113 2.612 -3.428  0.74
F 3.300 1.305 -3.808  -0.22
F 2.316 3.174 -4.394  -0.30
F 4.318 3.218 -3.512  -0.31
C 1.313 1.977 -1.946  -1.72
O -1.047 0.931 0.961  0.00
C -2.425 0.648 1.260  -2.18
C -3.269 -0.059 0.114  3.68
C -4.003 -1.247 0.738  -1.87
C -4.317 0.918 -0.405  -1.77
C -2.465 -0.557 -1.143  -2.14
O -1.098 -0.171 -1.167  0.12
S -1.809 3.505 -0.203  -0.28
H -3.774 5.543 -2.578  0.39
H -4.318 5.120 -0.896  0.26
H -2.812 6.072 -1.128  0.27
H -2.833 3.505 -3.722  0.36
H -1.248 1.427 -3.172  0.66
H 0.728 2.801 1.329  0.85
H 3.854 4.167 -1.273  0.53
H 0.884 1.524 -2.847  1.27
H -2.387 -0.010 2.146  0.37
H -2.918 1.595 1.537  0.62
H -4.546 -1.810 -0.034  0.39
H -3.292 -1.923 1.226  0.38
H -4.732 -0.887 1.477  0.43
H -4.941 0.406 -1.153  0.39
H -4.952 1.273 0.420  0.39
H -3.815 1.778 -0.872  0.50
H -2.492 -1.661 -1.192  0.43
H -2.956 -0.168 -2.049  0.59
C 2.856 -1.537 2.978  -1.56
C 1.639 -0.671 3.299  2.69
C 1.368 -0.626 4.808  -1.91
C 1.824 0.766 2.801  -1.64
C 0.493 -1.392 2.631  -0.76
N -0.293 -2.242 3.320  0.15
C -1.148 -2.940 2.479  -0.27
C -0.856 -2.540 1.163  -0.28
C -1.342 -3.327 0.113  0.73
C -2.138 -4.434 0.425  -1.55
C -2.452 -4.789 1.743  -0.69
C -1.929 -4.039 2.810  -1.09
C 0.111 -1.459 1.287  0.44
C 0.820 -0.696 0.205  0.84
C 1.320 -1.616 -0.895  0.14
C 1.591 -2.956 -0.621  -0.48
C 2.118 -3.780 -1.596  -1.35
C 2.466 -3.262 -2.833  1.13
C 3.067 -4.181 -3.853  -1.56
C 2.344 -1.897 -3.059  -1.44
C 1.763 -1.077 -2.107  -0.03
H 2.991 -1.609 1.893  0.23
H 3.766 -1.132 3.441  0.43
H 2.673 -2.555 3.350  0.38
H 0.407 -0.137 5.024  0.38
H 1.380 -1.627 5.260  0.36
H 2.147 -0.036 5.306  0.45
H 0.860 1.236 2.572  -0.19
H 2.309 1.370 3.584  0.65
H 2.479 0.824 1.925  0.36
H -0.297 -2.450 4.293  0.28
H -1.131 -3.062 -0.918  0.90
H -2.497 -5.051 -0.394  0.44
H -3.041 -5.692 1.935  0.39
H -2.022 -4.368 3.837  0.46
H 1.641 -0.095 0.620  0.62
H 1.276 -3.449 0.290  0.51
H 2.220 -4.827 -1.386  0.43
H 3.581 -3.570 -4.591  0.38
H 3.794 -4.826 -3.353  0.38
H 2.325 -4.802 -4.365  0.28
H 2.672 -1.539 -4.026  0.40
H 1.614 -0.032 -2.375  0.38

Properties
HOMO energy (hartree): -0.26908
ΔE to the lowest compared entry with this formula, charge and spin (kcal/mol): 0.0
Energy (eV): -73457.5612
Frontier orbital gap (eV): 6.8562

---

A structure of composition C15H48AsF6O9. Source: the Open Molecules 2025 dataset; level of theory: wB97M-V/def2-TZVPD.

Each line ends with the Mulliken charge.
Positions of all 79 atoms, in Å:
As -1.378 0.063 0.012  2.21
F -2.992 -0.585 0.243  -0.48
F -1.676 0.363 -1.673  -0.51
F 0.285 0.569 -0.193  -0.46
F -1.129 -0.258 1.735  -0.44
F -0.823 -1.585 -0.280  -0.63
F -1.865 1.693 0.402  -0.66
O 1.170 -2.187 -2.045  -0.57
H 1.583 -1.314 -2.103  0.27
H 0.344 -2.016 -1.565  0.44
O -4.132 2.735 -0.056  -0.64
H -3.575 2.826 -0.833  0.30
H -3.530 2.401 0.626  0.36
O -3.171 -2.135 3.046  -0.65
H -4.066 -1.849 3.249  0.30
H -2.863 -1.507 2.380  0.25
O -5.487 -0.869 -1.199  -0.67
H -5.382 -0.644 -2.127  0.32
H -4.642 -0.627 -0.796  0.36
C 3.171 0.283 -4.744  -1.71
C 2.065 0.899 -3.883  1.20
C 0.716 0.481 -4.438  -1.16
O 2.234 0.405 -2.557  -0.67
H 3.393 -0.763 -4.550  0.36
H 4.097 0.843 -4.560  0.41
H 3.008 0.477 -5.805  0.38
H 2.204 1.983 -3.896  0.04
H 0.522 0.883 -5.437  0.38
H -0.138 0.855 -3.859  0.16
H 0.579 -0.601 -4.471  0.34
H 1.502 0.737 -2.017  0.07
C 0.150 3.824 -2.167  -0.98
C 1.565 4.311 -1.817  0.53
C 2.382 3.503 -0.845  -1.04
O 2.308 4.493 -3.029  -0.59
H -0.562 3.702 -1.342  0.18
H 0.218 2.808 -2.569  0.07
H -0.384 4.516 -2.821  0.46
H 1.366 5.303 -1.379  0.31
H 1.927 3.635 0.137  0.36
H 3.361 3.975 -0.760  0.41
H 2.465 2.473 -1.185  0.03
H 1.773 5.049 -3.603  0.32
C 2.280 -0.315 4.071  -1.02
C 3.442 -0.443 3.097  0.42
C 3.250 0.389 1.850  -0.76
O 4.642 -0.084 3.794  -0.59
H 2.329 -1.073 4.856  0.43
H 1.329 -0.499 3.564  0.12
H 2.296 0.682 4.513  0.22
H 3.536 -1.508 2.849  0.21
H 3.426 -0.181 0.936  0.27
H 3.798 1.323 1.959  0.37
H 2.179 0.559 1.707  0.02
H 4.962 -0.789 4.357  0.32
C -3.266 1.343 4.242  -1.15
C -1.881 1.097 4.853  0.81
C -0.890 2.171 4.487  -1.06
O -2.111 1.064 6.286  -0.63
H -3.516 2.385 4.028  0.37
H -4.100 0.885 4.767  0.40
H -3.231 0.818 3.280  0.00
H -1.582 0.083 4.600  0.20
H -1.176 3.107 4.985  0.40
H -0.961 2.483 3.442  0.18
H 0.134 1.965 4.789  0.13
H -2.719 1.753 6.562  0.32
C -1.373 -6.451 -2.606  -1.33
C -0.753 -5.198 -2.035  0.83
C -0.549 -5.225 -0.515  -1.21
O 0.512 -4.983 -2.678  -0.59
H -2.082 -6.195 -3.398  0.33
H -1.947 -7.040 -1.889  0.32
H -0.611 -7.101 -3.036  0.33
H -1.340 -4.293 -2.231  0.11
H -0.224 -4.237 -0.189  0.20
H 0.195 -5.984 -0.264  0.33
H -1.483 -5.457 0.000  0.37
H 0.892 -4.196 -2.260  0.35

Properties
Net charge: -1
HOMO energy (hartree): -0.26624
ΔE to the lowest compared entry with this formula, charge and spin (kcal/mol): 16.8
Energy (eV): -111911.1423
Frontier orbital gap (eV): 9.6912

---

The highest energy belongs to which entry? C38H40BF6NO2S